1.
This record from the OMol25 dataset describes a 6-piece molecular cluster, C21H38N4O4S overall. The level of theory is ωB97M-V with the def2-TZVPD basis set.

```
68
C21H38N4O4S, DFT ωB97M-V with the def2-TZVPD basis set
C -1.373 -1.166 1.085
C -0.937 -1.150 -0.376
O 0.206 -0.430 -0.359
C 0.167 0.391 0.680
O 0.823 1.440 0.683
O -0.742 -0.010 1.594
H -0.895 -2.053 1.503
H -2.460 -1.241 1.106
H -1.702 -0.575 -0.899
H -0.794 -2.157 -0.768
C -6.324 -5.094 -1.658
C -7.666 -4.417 -1.541
C -7.649 -2.992 -0.773
C -7.063 -3.095 0.564
N -6.583 -3.158 1.633
H -5.659 -4.317 -2.033
H -6.222 -5.970 -2.298
H -6.085 -5.373 -0.631
H -8.262 -5.140 -0.985
H -8.173 -4.335 -2.503
H -8.699 -2.709 -0.695
H -7.175 -2.151 -1.278
C 2.191 3.501 -5.222
C 2.438 4.615 -4.229
C 3.771 4.459 -3.413
C 4.843 3.641 -3.807
N 5.709 2.960 -4.173
H 2.971 3.340 -5.967
H 1.280 3.720 -5.778
H 2.282 2.494 -4.814
H 1.518 4.757 -3.663
H 2.543 5.525 -4.820
H 3.467 4.147 -2.414
H 4.195 5.436 -3.181
C 9.149 5.786 0.785
C 8.252 7.023 0.508
C 7.041 7.330 1.425
C 6.369 6.068 1.808
N 5.789 5.145 2.117
H 9.780 5.982 1.653
H 9.824 5.722 -0.068
H 8.698 4.802 0.657
H 7.857 7.031 -0.508
H 8.899 7.860 0.771
H 6.258 7.909 0.936
H 7.366 7.952 2.259
C -0.112 -8.789 6.949
C 1.271 -9.263 6.386
C 1.809 -8.266 5.305
C 0.869 -7.542 4.426
N 0.099 -7.038 3.760
H 0.064 -7.941 7.611
H -0.326 -9.606 7.637
H -0.891 -8.553 6.224
H 1.098 -10.266 5.996
H 2.060 -9.322 7.135
H 2.597 -8.840 4.818
H 2.171 -7.413 5.878
C -4.793 2.995 -3.884
S -4.264 3.869 -2.309
O -4.581 5.349 -2.318
C -5.308 2.884 -1.158
H -3.923 2.426 -4.213
H -5.082 3.708 -4.656
H -5.552 2.229 -3.723
H -5.126 1.838 -1.406
H -6.393 2.976 -1.209
H -4.908 3.064 -0.161
```

Computed properties:
max |F| = 4.81 eV/A
gap between HOMO and LUMO = 8.9 eV
LUMO energy = -0.04 eV
net charge = 0
E_HOMO = -8.98 eV

2.
This record from the OMol25 dataset describes C39H54NO6Se3Tl as an isolated structure. The level of theory is ωB97M-V with the def2-TZVPD basis set.

```
104
C39H54NO6Se3Tl, DFT ωB97M-V with the def2-TZVPD basis set
Tl 0.871 -1.551 -1.487
C 2.954 2.127 5.362
C 1.573 1.752 4.811
C 0.924 0.768 5.782
C 0.697 3.009 4.737
C 1.719 1.164 3.409
C 1.238 -0.083 3.049
C 1.398 -0.547 1.749
Se 0.622 -2.233 1.270
C -1.220 -1.700 1.119
C -1.910 -1.313 2.260
C -3.212 -0.852 2.163
C -3.765 -0.795 0.885
C -3.115 -1.172 -0.280
C -1.801 -1.677 -0.158
O -1.142 -2.133 -1.223
C -3.895 -0.986 -1.597
C -4.323 0.487 -1.698
C -3.141 -1.312 -2.893
C -5.146 -1.872 -1.556
C -4.039 -0.403 3.367
C -3.274 -0.567 4.678
C -5.324 -1.235 3.449
C -4.404 1.077 3.203
C 2.083 0.179 0.756
O 2.319 -0.332 -0.444
C 2.562 1.466 1.108
C 2.355 1.897 2.410
C 3.290 2.455 0.174
C 2.449 3.737 0.086
C 3.539 1.986 -1.264
C 4.661 2.793 0.778
H 2.862 2.536 6.371
H 3.445 2.879 4.744
H 3.604 1.252 5.404
H 0.850 1.227 6.769
H 1.510 -0.148 5.882
H -0.084 0.494 5.471
H 0.588 3.456 5.727
H -0.298 2.767 4.358
H 1.129 3.762 4.076
H 0.749 -0.712 3.778
H -1.421 -1.386 3.219
H -4.780 -0.426 0.795
H -3.450 1.141 -1.678
H -4.985 0.787 -0.886
H -4.855 0.653 -2.637
H -2.236 -0.718 -3.004
H -3.809 -1.080 -3.728
H -2.857 -2.359 -2.958
H -5.782 -1.643 -0.700
H -4.872 -2.927 -1.496
H -5.738 -1.726 -2.462
H -2.995 -1.607 4.859
H -3.898 -0.241 5.512
H -2.367 0.039 4.689
H -5.095 -2.297 3.544
H -5.945 -1.106 2.562
H -5.915 -0.933 4.316
H -3.504 1.694 3.149
H -5.002 1.417 4.050
H -4.981 1.250 2.294
H 2.728 2.880 2.672
H 1.458 3.515 -0.314
H 2.935 4.459 -0.573
H 2.315 4.211 1.059
H 2.620 1.717 -1.777
H 4.203 1.123 -1.303
H 4.017 2.806 -1.806
H 4.577 3.227 1.775
H 5.185 3.512 0.145
H 5.278 1.896 0.853
O -0.039 0.649 -1.734
C -0.093 1.416 -2.689
C 0.208 1.120 -4.066
C 0.029 2.180 -4.967
C 0.261 1.994 -6.299
C 0.675 0.748 -6.793
C 0.857 -0.295 -5.934
C 0.644 -0.160 -4.529
O 0.853 -1.175 -3.776
N 0.075 3.111 -7.228
O 0.313 2.909 -8.403
O -0.274 4.179 -6.768
H -0.413 2.454 -2.494
H -0.298 3.148 -4.611
H 0.840 0.636 -7.855
H 1.171 -1.264 -6.297
C 4.800 -2.214 -1.206
Se 3.592 -1.752 -2.647
C 3.511 -3.507 -3.463
C 2.690 -4.499 -2.650
Se 0.797 -4.076 -2.761
C 0.235 -5.131 -1.238
H 5.744 -2.559 -1.620
H 4.362 -2.968 -0.557
H 4.947 -1.305 -0.628
H 4.535 -3.869 -3.569
H 3.106 -3.366 -4.465
H 2.969 -4.480 -1.596
H 2.824 -5.516 -3.024
H 0.767 -4.805 -0.346
H 0.416 -6.185 -1.434
H -0.828 -4.943 -1.110
```

Computed properties:
max |F| = 0.78 eV/A
gap between HOMO and LUMO = 7.3 eV
LUMO energy = -0.40 eV
net charge = 0
E_HOMO = -7.75 eV

3.
This record from the OMol25 dataset describes C20H24ClHfN2O8PS2 as an isolated structure. The level of theory is ωB97M-V with the def2-TZVPD basis set.

```
59
C20H24ClHfN2O8PS2, DFT ωB97M-V with the def2-TZVPD basis set
Hf 0.194 -0.017 1.635
O 0.759 1.892 2.369
C 0.370 3.103 2.010
C 1.287 4.176 2.164
C 0.937 5.434 1.848
C -0.335 5.779 1.303
C -1.217 4.713 1.122
C -0.926 3.396 1.535
C -1.862 2.419 1.121
N -1.693 1.143 1.059
C -2.944 0.336 0.828
C -2.563 -0.836 0.039
N -1.330 -1.433 0.761
C -1.073 -2.685 0.617
C -0.064 -3.380 1.329
C -0.372 -4.623 1.958
C 0.599 -5.209 2.719
C 1.946 -4.729 2.783
C 2.265 -3.585 2.191
C 1.256 -2.862 1.542
O 1.512 -1.605 1.079
H 2.298 3.815 2.374
H 1.679 6.206 2.051
H -0.580 6.768 0.908
H -2.186 4.693 0.671
H -2.736 2.810 0.646
H -3.675 0.964 0.230
H -3.494 0.086 1.760
H -2.309 -0.558 -0.985
H -3.407 -1.538 -0.066
H -1.749 -3.388 0.053
H -1.298 -5.123 1.754
H 0.303 -6.183 3.208
H 2.613 -5.294 3.432
H 3.269 -3.127 2.093
C 3.231 1.529 -4.475
C 2.335 0.358 -4.576
O 1.707 -0.026 -3.274
P 0.396 0.642 -2.565
S -0.567 1.847 -3.705
S 1.091 1.297 -0.792
O -0.386 -0.719 -2.281
C -0.732 -1.439 -3.515
C -2.110 -1.105 -3.885
H 3.991 1.539 -5.326
H 3.830 1.414 -3.562
H 2.729 2.504 -4.459
H 2.878 -0.579 -4.887
H 1.485 0.489 -5.275
H -0.421 -2.499 -3.343
H -0.053 -1.174 -4.314
H -2.831 -1.417 -3.122
H -2.347 -1.709 -4.795
H -2.206 -0.105 -4.203
O -0.026 0.583 5.285
Cl 0.548 -0.478 4.555
O 1.672 0.009 3.723
O 0.776 -1.655 5.307
O -0.463 -0.863 3.341
```

Computed properties:
max |F| = 3.60 eV/A
2S+1 = 2
gap between HOMO and LUMO (alpha / beta) = 4.4 / 7.6 eV
LUMO energy (alpha / beta) = 2.36 / 2.58 eV
<S²> = 0.767
net charge = -1
E_HOMO (alpha / beta) = -2.04 / -5.07 eV

4.
This record from the OMol25 dataset describes a 7-piece molecular cluster, C21H45Br3O16S4 overall. The level of theory is ωB97M-V with the def2-TZVPD basis set.

```
89
C21H45Br3O16S4, DFT ωB97M-V with the def2-TZVPD basis set
O 6.563 -14.649 18.088
C 7.745 -14.950 18.038
O 8.569 -14.858 19.031
C 9.941 -15.090 18.707
C 9.861 -15.632 17.289
C 8.412 -15.458 16.803
H 10.456 -15.782 19.373
H 10.503 -14.157 18.670
H 10.075 -16.700 17.341
H 10.658 -15.222 16.668
H 7.957 -16.433 16.628
H 8.340 -14.935 15.849
O 11.040 -2.711 22.374
C 9.875 -2.925 22.692
O 9.360 -2.422 23.849
C 8.012 -2.890 23.983
C 7.863 -4.075 23.016
C 8.839 -3.697 21.935
H 7.361 -2.050 23.742
H 7.861 -3.214 25.013
H 6.823 -4.346 22.837
H 8.341 -4.975 23.404
H 8.525 -3.020 21.140
H 9.298 -4.553 21.441
O 12.648 -12.113 24.813
S 12.838 -10.977 25.692
O 14.189 -10.428 25.861
O 11.776 -9.726 25.388
C 10.411 -9.953 25.050
C 10.116 -10.321 23.614
C 12.239 -11.557 27.385
H 9.942 -8.972 25.124
H 9.860 -10.541 25.784
H 9.073 -10.236 23.310
H 10.468 -11.326 23.379
H 10.762 -9.753 22.945
H 11.202 -11.870 27.262
H 12.330 -10.687 28.034
H 12.898 -12.327 27.785
O -8.565 -12.409 19.660
S -7.495 -11.608 18.954
O -7.813 -10.286 18.496
O -6.074 -11.633 19.783
C -5.534 -12.838 20.307
C -4.049 -12.667 20.129
C -6.973 -12.480 17.425
H -5.915 -13.725 19.800
H -5.778 -12.885 21.369
H -3.642 -11.802 20.653
H -3.791 -12.558 19.076
H -3.484 -13.502 20.542
H -6.217 -11.825 16.991
H -7.777 -12.668 16.713
H -6.668 -13.441 17.838
O 1.341 -12.932 11.791
S 2.109 -12.566 12.964
O 2.240 -11.180 13.501
O 1.644 -13.601 14.230
C 1.507 -13.071 15.508
C 1.210 -14.253 16.414
C 3.821 -13.175 12.722
H 0.718 -12.326 15.611
H 2.304 -12.408 15.845
H 2.039 -14.952 16.523
H 0.340 -14.782 16.024
H 0.852 -13.946 17.397
H 3.722 -14.224 12.446
H 4.399 -13.045 13.637
H 4.288 -12.625 11.905
O -3.232 -10.162 11.066
S -3.084 -8.795 10.601
O -4.104 -8.055 9.826
O -2.844 -7.885 11.961
C -1.830 -8.268 12.943
C -2.292 -8.220 14.446
C -1.327 -8.574 9.883
H -0.982 -7.587 12.861
H -1.389 -9.197 12.581
H -1.458 -8.361 15.134
H -3.084 -8.921 14.709
H -2.766 -7.258 14.641
H -0.549 -8.691 10.638
H -1.266 -7.569 9.465
H -1.207 -9.298 9.076
C 3.012 -9.760 20.486
Br 4.141 -8.619 21.688
Br 2.231 -8.697 19.007
Br 1.502 -10.574 21.582
H 3.516 -10.586 19.984
```

Computed properties:
max |F| = 4.32 eV/A
SMILES = CCOS(C)(=O)=O.CCOS(C)(=O)=O.CCOS(C)(=O)=O.CCOS(C)(=O)=O.BrC(Br)Br.O=C1CCCO1.O=C1CCCO1
gap between HOMO and LUMO = 9.5 eV
LUMO energy = -0.86 eV
net charge = 0
E_HOMO = -10.34 eV